1.
{"formula": "C24H36N2PdSi", "method": "ωB97M-V/def2-TZVPD", "elements": ["H", "H", "C", "H", "C", "C", "H", "N", "H", "H", "H", "H", "H", "H", "H", "C", "C", "C", "C", "H", "H", "C", "H", "C", "H", "H", "H", "H", "C", "C", "Si", "C", "H", "C", "H", "H", "C", "C", "C", "H", "H", "C", "H", "C", "H", "H", "H", "C", "H", "H", "H", "H", "H", "H", "Pd", "H", "H", "H", "C", "C", "N", "C", "C", "C"], "positions_angstrom": [[-2.492, 3.624, -1.329], [-0.990, 2.316, 3.450], [-2.048, 6.529, 2.933], [1.380, 4.567, -1.703], [-1.300, 1.376, 2.943], [-0.355, -0.203, 4.480], [2.062, -1.174, 3.244], [1.200, -1.395, 1.321], [1.628, -2.699, -0.257], [0.737, 8.138, -4.085], [-1.434, 1.607, 1.856], [-5.171, 6.011, 1.732], [0.596, -2.968, 2.604], [0.472, 1.141, -3.083], [-3.980, 4.197, 0.498], [-1.257, 0.005, -0.422], [-1.691, 1.119, -2.418], [2.153, -2.171, 0.551], [1.210, 6.383, -2.864], [-2.203, 1.739, -3.147], [2.791, -0.234, 1.940], [-3.421, 4.913, 1.127], [-1.536, 8.402, -3.092], [1.847, -0.590, 2.343], [-3.304, 0.735, -0.830], [-0.097, 0.593, 5.205], [0.922, -0.263, -0.797], [2.715, -2.873, 1.194], [-3.430, 6.704, 2.789], [-0.890, 7.584, -2.756], [-1.479, 4.365, -0.464], [-4.107, 5.872, 1.890], [2.866, -1.484, 0.092], [-0.508, 5.591, -1.391], [2.191, 6.271, -3.308], [0.927, 1.241, 1.759], [2.504, 2.344, -0.189], [-2.001, 4.958, 1.147], [-0.288, 0.843, -2.352], [-0.243, -2.885, 1.035], [0.342, -1.045, 4.578], [-1.330, 6.672, -1.801], [-1.322, -0.468, 0.589], [0.768, 5.436, -1.935], [-1.548, 7.158, 3.655], [2.592, 2.656, -1.249], [-2.265, 1.041, 3.370], [-1.314, 5.642, 2.141], [-2.344, 6.763, -1.401], [1.533, 1.246, 3.459], [1.653, 2.833, 0.254], [2.076, 1.283, -0.166], [-1.373, -0.541, 4.729], [-0.587, -1.683, 2.333], [-1.293, 2.175, -0.532], [3.371, 2.481, 0.431], [-3.977, 7.475, 3.329], [-0.242, 5.505, 2.275], [0.182, -2.283, 1.847], [1.032, 0.650, 2.677], [-0.317, 0.313, 3.116], [0.394, 7.443, -3.306], [-0.028, 0.150, -1.146], [-2.320, 0.532, -1.241]], "forces_ev_per_angstrom": [[-0.44, 0.26, 0.09], [0.12, -0.58, -0.16], [0.03, 0.09, 0.32], [-0.03, 0.26, 0.07], [-1.22, -0.18, -0.96], [-0.41, -1.02, 0.28], [0.04, -0.03, 0.12], [0.05, -0.24, 0.62], [0.21, -0.04, 0.33], [-0.07, -0.38, 0.46], [0.18, -0.10, 0.83], [-0.02, -0.21, 0.23], [-0.10, 0.07, 0.06], [-0.47, -0.06, 0.33], [0.37, 0.70, 0.15], [0.75, -1.26, 0.28], [-0.63, -0.62, 0.26], [0.55, 0.12, -0.50], [-0.10, 0.27, -0.36], [0.14, -0.41, -0.06], [0.15, 0.02, 0.08], [-0.09, 1.14, 0.71], [0.20, -0.36, 0.19], [0.10, -0.52, -0.45], [-0.25, -0.63, -0.75], [0.07, -0.19, -0.42], [-0.49, 0.41, -0.25], [-0.21, 0.04, -0.34], [0.28, -0.66, -0.92], [0.37, 0.12, -0.19], [1.39, 2.11, 0.32], [-0.18, -0.17, -0.04], [0.11, -0.12, -0.04], [-0.43, 0.34, -0.76], [0.03, 0.00, 0.04], [0.06, 0.05, 0.28], [-1.64, -1.73, -0.71], [-1.66, -1.25, 0.04], [-0.25, 0.13, -0.25], [-0.02, 0.23, 0.24], [-0.17, 0.31, 0.11], [0.34, -0.14, -0.09], [-0.16, 0.37, -1.31], [-0.34, 0.60, -0.51], [0.23, -0.09, 0.15], [0.29, -0.16, 0.79], [0.53, 0.28, -0.27], [-0.50, 0.75, 0.22], [0.25, 0.09, -0.06], [-0.19, -0.22, -0.11], [-0.24, 0.97, 0.18], [1.38, 1.09, -0.15], [0.37, 0.06, -0.17], [-0.44, -0.03, 0.09], [1.86, -0.51, 0.32], [0.43, -0.06, -0.08], [0.25, -0.22, -0.03], [-0.16, 0.39, -0.20], [0.24, 0.05, -0.22], [-0.75, -0.20, -1.06], [0.82, 2.16, 2.23], [-0.20, -0.51, 0.56], [-0.38, -0.72, 0.64], [0.07, 0.15, -0.22]], "largest_force_ha_per_bohr": 0.0625, "spin_multiplicity": 5, "charge": 2, "s2": 6.0180, "relative_energy_kcal_mol": 0.0, "gap_ha": [0.3015, 0.1578], "e_homo_ev": [-12.875, -14.027], "energy_ha": -1462.17018}

***

2.
{"formula": "C24H36N4O5S2", "method": "ωB97M-V/def2-TZVPD", "elements": ["H", "C", "C", "H", "H", "H", "C", "C", "H", "H", "O", "N", "C", "C", "N", "H", "N", "H", "H", "H", "H", "H", "C", "H", "H", "C", "H", "C", "H", "H", "H", "H", "H", "H", "O", "H", "C", "H", "H", "H", "H", "H", "N", "C", "C", "C", "S", "C", "H", "O", "C", "C", "C", "H", "H", "H", "C", "C", "H", "H", "C", "C", "C", "H", "S", "C", "C", "H", "H", "O", "O"], "positions_angstrom": [[-4.639, 2.169, 1.205], [-2.032, 1.041, 2.927], [-0.996, -3.201, 0.143], [2.740, 1.024, -0.677], [0.734, -4.258, 2.102], [0.246, 2.500, -1.299], [-2.810, 0.800, 4.222], [0.891, 2.500, -2.177], [3.652, 3.653, -0.736], [2.084, 4.434, -1.005], [3.056, -4.009, 0.131], [1.352, -2.525, 0.023], [2.134, 3.051, 0.659], [2.571, 3.481, -0.745], [2.283, 2.457, -1.747], [-2.141, 0.825, 5.083], [-2.983, 1.117, 1.835], [1.082, 2.763, 0.653], [1.309, 0.359, -4.848], [-5.373, 2.691, 3.611], [0.711, 0.385, -2.454], [-3.303, -0.182, 4.165], [-2.344, -2.864, 0.116], [-3.458, 3.152, 2.115], [4.932, 1.354, -4.663], [0.986, -4.666, 1.121], [-3.776, -1.252, 0.111], [-0.418, -0.880, 0.183], [-1.565, 1.378, -2.602], [-5.233, 0.937, 3.275], [3.161, 0.408, -3.213], [0.278, -0.061, 0.225], [-1.168, 0.452, -4.054], [4.037, 2.181, 1.214], [-1.056, 1.967, 0.359], [2.250, 3.899, 1.335], [-0.914, 1.336, -3.473], [-1.456, 1.974, 3.001], [1.282, 2.124, -4.893], [3.220, -1.972, -0.615], [3.721, 2.237, -5.594], [-1.104, 2.215, -4.085], [2.837, 0.744, 0.305], [-2.739, -1.540, 0.132], [2.980, 1.888, 1.179], [0.002, -2.210, 0.146], [-0.547, -4.901, 0.184], [2.947, 1.306, -3.803], [2.669, 1.589, 2.183], [2.351, -0.790, 1.905], [0.551, 1.292, -3.049], [1.908, -3.725, 0.382], [-1.760, -0.567, 0.189], [-3.072, -3.660, 0.087], [2.989, 3.445, -3.489], [-1.347, 0.216, 2.729], [-3.955, 2.173, 2.052], [1.488, 1.260, -4.256], [3.747, 0.474, -5.629], [0.691, 3.423, -2.747], [2.481, -0.469, 0.740], [3.897, 1.346, -4.996], [-4.681, 1.884, 3.366], [1.890, -0.997, -1.304], [-2.239, 1.144, 0.331], [2.265, -1.482, -0.400], [3.163, 2.526, -2.903], [1.466, -5.636, 1.230], [4.199, 2.539, -2.553], [-3.770, 1.806, 4.439], [-3.240, 1.457, -0.645]], "forces_ev_per_angstrom": [[-0.11, 0.12, 0.13], [0.26, -0.07, 0.60], [0.24, -0.11, 0.11], [-0.12, -0.30, 0.05], [0.09, -0.01, -0.01], [0.05, 0.08, -0.10], [0.26, -0.19, -0.21], [-0.15, -0.37, 0.08], [-0.02, 0.04, -0.03], [0.08, -0.01, -0.07], [0.17, -0.06, 0.10], [0.23, 0.35, -0.25], [0.26, -0.09, -0.18], [-0.12, 0.13, 0.24], [0.06, 0.27, -0.29], [0.00, -0.08, -0.10], [0.32, -0.17, -0.93], [0.01, 0.05, 0.07], [-0.03, -0.02, -0.09], [0.00, -0.08, -0.10], [0.03, 0.03, 0.03], [0.06, 0.05, 0.04], [0.08, 0.22, -0.01], [-0.09, -0.02, 0.01], [0.15, 0.00, -0.03], [-0.27, -0.04, -0.05], [-0.20, -0.05, 0.02], [0.13, 0.08, 0.04], [-0.13, 0.01, -0.01], [-0.01, 0.08, -0.01], [-0.01, 0.02, 0.04], [0.14, 0.09, -0.01], [-0.07, -0.07, -0.08], [-0.08, 0.03, 0.11], [0.00, -0.27, 0.22], [-0.04, 0.04, 0.03], [0.25, -0.08, 0.20], [-0.01, -0.10, 0.03], [-0.04, 0.09, -0.09], [-0.17, 0.16, -0.02], [-0.01, 0.11, -0.11], [-0.06, 0.12, -0.09], [0.08, 0.14, -0.09], [-0.10, -0.10, -0.06], [-0.04, 0.15, 0.28], [-0.71, -0.04, -0.03], [0.18, 0.08, -0.04], [0.01, 0.31, -0.32], [0.09, 0.04, -0.10], [-0.10, -0.15, 0.28], [-0.15, 0.29, -0.27], [-0.05, -0.52, 0.14], [0.01, 0.44, 0.07], [-0.13, -0.05, 0.04], [0.02, 0.03, 0.00], [0.09, -0.01, 0.18], [-0.45, 0.34, 0.02], [0.14, -0.26, 0.49], [0.02, -0.07, -0.11], [0.01, 0.05, -0.01], [0.22, -0.22, -0.43], [-0.12, -0.07, 0.29], [0.02, 0.04, -0.33], [0.04, 0.00, 0.03], [-0.20, -0.24, 0.30], [0.14, -0.02, 0.26], [0.11, -0.34, -0.05], [0.03, 0.13, -0.04], [-0.01, 0.06, -0.02], [0.00, 0.17, 0.14], [-0.28, -0.14, 0.06]], "smiles": "C[C@@H]1C[C@H](C)CN(CCCNC(=O)CN2C(=O)CSc3ccc(S(=O)(=O)N4CCOCC4)cc32)C1", "largest_force_ha_per_bohr": 0.0193, "relative_energy_kcal_mol": 1.6, "gap_ha": 0.3273, "e_homo_ev": -8.627, "energy_ha": -2327.77464}

***

3.
{"formula": "C24H36NP2Se3TaTe", "method": "ωB97M-V/def2-TZVPD", "elements": ["C", "H", "Se", "H", "C", "H", "H", "C", "H", "H", "H", "C", "H", "C", "C", "C", "H", "H", "C", "C", "H", "H", "H", "H", "C", "H", "N", "H", "H", "H", "H", "C", "C", "H", "C", "C", "Se", "H", "H", "H", "C", "H", "C", "H", "C", "C", "C", "H", "C", "P", "H", "C", "C", "Se", "H", "H", "P", "H", "H", "H", "H", "H", "C", "H", "C", "Te", "Ta", "H"], "positions_angstrom": [[-0.208, 2.926, 3.127], [3.797, 0.825, 3.919], [-0.628, -2.510, 1.335], [-2.792, 0.278, -4.368], [2.423, 2.869, 0.211], [-0.222, 2.756, -3.392], [2.887, 3.017, 3.632], [-2.000, -2.328, -4.335], [2.950, 3.817, 0.124], [-2.844, 1.543, -3.142], [-3.956, -1.207, -2.627], [-4.851, -0.698, -0.759], [1.358, 3.070, 0.092], [-1.263, 3.816, 3.050], [2.817, 3.369, 2.610], [-2.137, 3.747, 1.976], [-3.211, 0.576, 1.907], [-1.379, 4.579, 3.805], [-1.508, -3.436, -2.123], [-0.199, 1.899, -2.726], [-0.249, -0.704, 3.584], [-0.071, -2.515, -3.454], [2.499, 1.421, 4.976], [3.134, -0.195, 5.185], [-2.507, -0.433, -1.244], [-0.236, 0.360, -4.244], [-1.004, 0.589, 0.379], [0.717, -1.090, 5.011], [-2.757, 2.658, 0.249], [-0.733, 2.167, -1.814], [0.485, 2.997, 3.950], [1.836, -0.035, 3.505], [-0.865, 0.710, -3.418], [-2.384, -3.155, -1.540], [2.881, 0.558, 4.440], [-2.042, 2.719, 1.056], [2.098, -2.508, -1.382], [-0.705, -3.705, -1.433], [-2.921, 4.480, 1.875], [2.257, -0.987, 3.129], [-1.037, 1.751, 1.170], [3.720, 3.937, 2.401], [-2.299, 0.136, 0.022], [3.687, 1.717, 1.540], [-4.634, -0.217, 0.523], [2.728, 2.247, 1.577], [-2.243, 1.111, -3.939], [0.163, 0.557, 4.742], [-3.787, -0.819, -1.635], [1.431, 0.942, 1.943], [-5.452, -0.145, 1.222], [0.536, -0.337, 4.248], [-0.061, 1.927, 2.169], [2.654, -0.261, -1.276], [-1.733, -1.543, -5.038], [-1.756, -4.340, -2.677], [-0.981, -0.697, -2.189], [-1.869, -3.277, -4.851], [0.845, 1.696, -2.483], [1.970, 4.045, 2.522], [2.762, 2.240, -0.615], [-2.119, 1.861, -4.717], [-3.372, 0.196, 0.911], [-5.838, -0.992, -1.072], [-1.100, -2.334, -3.101], [1.765, -3.127, 1.043], [0.534, -0.680, 0.007], [-3.052, -2.247, -4.078]], "forces_ev_per_angstrom": [[-0.16, -0.05, -0.01], [0.09, 0.07, 0.03], [-0.03, 0.25, -0.52], [-0.08, -0.03, -0.04], [0.11, -0.19, -0.10], [0.00, 0.14, -0.06], [0.00, 0.01, 0.09], [0.12, 0.14, -0.01], [0.03, 0.03, -0.05], [-0.04, 0.05, 0.03], [-0.02, -0.04, 0.01], [0.04, -0.05, -0.12], [-0.07, 0.08, -0.03], [0.08, 0.08, 0.07], [-0.01, -0.14, 0.10], [0.07, -0.11, 0.03], [-0.05, 0.06, 0.12], [-0.02, 0.06, 0.03], [0.21, -0.15, -0.02], [0.13, -0.03, -0.10], [0.03, 0.01, 0.09], [-0.20, 0.11, 0.17], [-0.01, 0.12, 0.05], [0.02, -0.06, 0.06], [0.37, 0.12, 0.11], [-0.02, -0.07, 0.11], [0.60, -0.31, -0.24], [0.03, -0.06, 0.06], [-0.10, -0.01, -0.03], [-0.02, 0.07, 0.03], [0.12, 0.03, 0.03], [-0.03, -0.36, -0.40], [0.17, -0.19, 0.41], [-0.05, -0.04, 0.03], [0.03, 0.06, -0.14], [0.28, -0.17, -0.25], [-0.39, -0.57, -0.64], [-0.08, 0.10, -0.01], [-0.12, 0.08, -0.04], [-0.19, 0.40, 0.00], [0.39, 1.01, 1.12], [0.08, 0.08, -0.04], [-0.84, -0.63, -0.71], [-0.12, -0.03, 0.00], [0.19, 0.04, -0.04], [-0.07, -0.38, -0.18], [0.03, -0.16, -0.01], [-0.04, 0.06, 0.06], [0.01, -0.01, 0.04], [-0.05, 0.28, 0.37], [-0.10, -0.02, 0.10], [-0.10, 0.00, -0.12], [-0.08, -0.27, -0.29], [0.40, 0.24, 0.26], [-0.04, 0.05, -0.04], [-0.02, -0.04, -0.09], [-0.28, -0.06, -0.37], [0.01, -0.09, -0.02], [-0.06, 0.04, 0.03], [0.00, 0.05, -0.01], [-0.06, 0.07, -0.03], [0.02, 0.07, -0.04], [0.11, -0.10, 0.11], [-0.14, -0.03, -0.03], [0.22, 0.25, 0.25], [0.84, -0.30, 0.57], [-1.02, 0.39, 0.34], [-0.07, 0.03, -0.04]], "largest_force_ha_per_bohr": 0.0303, "charge": 2, "relative_energy_kcal_mol": 0.0, "gap_ha": 0.2095, "e_homo_ev": -13.539, "energy_ha": -9202.51120}